No. 1
ORCA calculation (wB97M-V/def2-TZVPD) on a molecular structure, C23H31GeIrN4O3Se.

Output
largest force on an atom: 1.8 eV/A
gap between HOMO and LUMO (alpha / beta): 6.939 / 5.262 eV
LUMO level (alpha / beta): -0.339 / -0.413 Ha
charge: +3
multiplicity: 6

Geometry as XYZ:
```
64
Properties=species:S:1:pos:R:3:lowdin_spin:R:1
Ir -1.816 -2.166 -0.111 2.304
C 4.404 7.347 1.516 0.003
O 4.937 6.150 2.193 0.086
C 4.192 5.189 2.598 0.073
C 2.774 5.089 2.576 0.044
C 2.210 4.009 3.188 0.052
C 3.085 3.037 3.789 0.115
C 4.504 3.138 3.850 0.014
C 5.036 4.171 3.179 0.024
N 2.538 2.009 4.424 0.360
N 1.764 1.148 4.666 0.220
C 0.747 0.700 3.732 0.307
C -0.545 0.939 4.169 0.004
C -1.618 0.333 3.546 0.213
C -1.450 -0.517 2.408 0.114
O -2.427 -1.044 1.852 0.316
C -0.117 -0.638 1.885 0.086
N 0.003 -1.400 0.777 0.098
C 1.186 -1.510 0.186 0.044
C 2.358 -1.013 0.757 -0.006
C 2.239 -0.283 1.936 0.046
C 0.974 -0.047 2.521 0.019
H 5.263 7.923 1.238 0.000
H 3.759 7.879 2.177 0.001
H 3.879 7.048 0.619 0.002
H 2.196 5.883 2.156 0.002
H 1.135 3.823 3.273 0.001
H 5.054 2.395 4.427 0.000
H 6.084 4.352 3.108 0.000
H -0.761 1.561 5.004 -0.004
H -2.633 0.530 3.884 0.007
H 1.152 -2.023 -0.783 0.005
H 3.321 -1.222 0.331 -0.001
H 3.144 0.069 2.431 0.002
C -4.048 -5.833 1.027 0.006
C -3.512 -4.448 1.130 0.024
N -4.149 -3.627 1.952 0.006
O -2.522 -4.096 0.431 0.140
H -4.876 -6.022 1.692 0.001
H -3.198 -6.455 1.234 0.000
H -4.342 -6.009 -0.001 0.000
H -4.967 -3.970 2.459 0.000
H -3.837 -2.675 2.106 0.001
C -2.231 -2.476 -5.914 0.003
Ge -0.744 -1.396 -5.187 0.005
C 0.943 -2.339 -4.764 0.000
C -0.146 0.109 -6.331 0.002
C -1.547 -0.773 -3.418 0.038
Se -2.456 -2.212 -2.505 0.162
C -4.273 -1.542 -2.358 0.039
H -2.170 -2.479 -6.994 0.000
H -3.193 -2.043 -5.656 0.000
H -2.201 -3.487 -5.565 0.001
H 1.472 -2.636 -5.677 0.000
H 0.801 -3.220 -4.150 0.000
H 1.581 -1.600 -4.254 0.000
H 0.196 -0.356 -7.254 0.000
H 0.693 0.598 -5.849 0.000
H -0.907 0.845 -6.587 0.000
H -2.352 -0.031 -3.479 0.000
H -0.814 -0.398 -2.694 0.007
H -4.755 -1.516 -3.334 0.005
H -4.217 -0.555 -1.913 0.003
H -4.799 -2.218 -1.651 0.002
```

No. 2
ORCA calculation (wB97M-V/def2-TZVPD) on 2 unconnected molecules or ions with the total composition C2H9N2.

Output
largest force on an atom: 3.6 eV/A
gap between HOMO and LUMO (alpha / beta): 11.301 / 5.690 eV
LUMO level (alpha / beta): -0.382 / -0.558 Ha
charge: +2
multiplicity: 2

Geometry as XYZ:
```
13
Properties=species:S:1:pos:R:3:lowdin_spin:R:1
N -1.500 0.327 1.127 0.167
H -0.074 -0.302 1.010 0.005
H -1.509 1.230 1.607 0.003
H -1.604 0.480 0.125 0.011
H -2.036 -0.417 1.572 0.002
C 0.749 0.946 -1.284 0.358
C 0.790 -0.388 -1.026 0.295
N 0.705 -0.939 0.329 0.114
H 0.817 1.733 -0.539 0.011
H 0.957 1.101 -2.354 0.012
H 0.970 -1.199 -1.737 0.008
H 1.607 -0.786 0.805 0.014
H 0.129 -1.787 0.365 0.001
```

No. 3
ORCA calculation (wB97M-V/def2-TZVPD) on 2 unconnected molecules or ions with the total composition C5H16N2O.

Output
largest force on an atom: 8.6 eV/A
gap between HOMO and LUMO: 9.475 eV
LUMO level: 0.032 Ha
structure (SMILES): CNCCCCN.O

Geometry as XYZ:
```
24
Properties=species:S:1:pos:R:3:mulliken_charge:R:1
C -2.369 -0.956 0.070 -0.433
C -1.870 0.149 1.259 -0.891
C -0.376 -0.130 1.519 -0.923
C 0.691 0.537 0.607 -0.421
N 1.319 -0.538 -0.310 -0.189
C 2.644 -0.378 -0.676 -1.020
N -1.765 -1.131 -1.327 -0.466
H -2.196 -2.026 0.618 0.195
H -3.431 -0.697 0.002 0.348
H -1.835 1.180 0.940 0.391
H -2.416 -0.016 2.124 0.442
H -0.196 0.212 2.537 0.312
H -0.103 -1.203 1.526 0.375
H 0.058 1.127 -0.135 0.349
H 1.468 1.324 0.871 0.443
H 1.171 -1.431 0.113 0.256
H 2.759 0.248 -1.619 0.224
H 3.367 -0.035 -0.003 0.395
H 3.176 -1.469 -1.052 0.252
H -2.300 -1.611 -1.889 0.172
H -0.747 -1.281 -1.318 0.194
H 1.329 2.595 -0.623 0.349
H 0.926 2.549 -2.028 0.314
O 0.697 2.980 -1.208 -0.670
```

No. 4
ORCA calculation (wB97M-V/def2-TZVPD) on C6H9NO in the gas phase.

Output
largest force on an atom: 8.7 eV/A
gap between HOMO and LUMO: 9.839 eV
LUMO level: 0.027 Ha
structure (SMILES): C=C1CON=C[C@@H]1C

Geometry as XYZ:
```
17
Properties=species:S:1:pos:R:3:mulliken_charge:R:1
C 0.392 1.004 -1.534 -1.331
C -0.153 0.683 -0.232 0.542
C -1.687 0.596 0.180 -0.224
C -0.123 -1.066 1.649 -0.381
C 0.431 -0.587 0.321 0.424
C 1.313 -1.326 -0.441 -1.305
H -0.124 1.993 -1.945 0.372
H 1.479 1.738 -1.342 0.316
H 0.343 0.435 -2.705 0.285
H -0.010 1.750 0.357 0.187
H -2.355 0.766 -0.642 0.434
H -0.697 -2.023 1.598 0.306
H 0.872 -1.060 2.422 0.281
H 1.459 -2.260 0.073 0.285
H 1.751 -1.148 -1.287 0.542
N -2.015 0.407 1.402 -0.521
O -0.876 0.099 2.126 -0.212
```

No. 5
ORCA calculation (wB97M-V/def2-TZVPD) on a molecular structure, C27H29FN2O3SbSe5W.

Output
largest force on an atom: 3.0 eV/A
gap between HOMO and LUMO (alpha / beta): 5.281 / 4.985 eV
LUMO level (alpha / beta): 0.041 / 0.031 Ha
charge: -1
multiplicity: 3

Geometry as XYZ:
```
69
Properties=species:S:1:pos:R:3:lowdin_spin:R:1
W 0.497 1.307 0.466 1.062
C 0.427 2.111 -3.754 0.001
C 1.564 2.186 -2.762 0.004
C 2.547 1.205 -2.781 0.002
C 2.492 0.116 -3.829 0.001
C 3.596 1.261 -1.869 0.003
C 4.613 0.141 -1.810 0.003
C 3.724 2.355 -1.012 0.002
C 5.005 2.515 -0.232 0.001
C 2.728 3.345 -0.975 -0.002
C 2.952 4.593 -0.164 0.000
C 1.648 3.264 -1.877 -0.001
C 0.723 4.441 -2.063 0.002
H 0.717 2.540 -4.720 0.000
H -0.447 2.645 -3.394 0.000
H 0.129 1.076 -3.920 0.000
H 1.809 -0.686 -3.526 0.000
H 3.474 -0.321 -4.000 0.000
H 2.138 0.513 -4.780 0.000
H 5.448 0.307 -2.500 0.000
H 4.152 -0.813 -2.061 0.001
H 5.016 0.042 -0.805 0.001
H 4.959 2.050 0.753 0.001
H 5.251 3.562 -0.075 0.000
H 5.834 2.056 -0.773 0.000
H 3.519 5.322 -0.761 0.000
H 3.514 4.399 0.742 0.000
H 2.019 5.063 0.130 0.000
H -0.239 4.291 -1.568 0.004
H 0.525 4.600 -3.124 0.000
H 1.157 5.356 -1.671 0.000
Se 3.965 3.195 3.307 -0.038
Sb 1.979 2.048 2.541 0.091
Se 2.288 -0.244 1.196 0.287
Se -0.090 3.482 1.381 0.384
Se 0.905 1.276 4.592 0.001
C -4.481 -4.068 -0.112 0.001
C -3.204 -4.473 0.615 0.001
C -3.460 -5.281 1.877 0.000
C -4.240 -4.454 2.890 0.000
C -3.555 -3.126 3.115 0.001
C -3.755 -2.417 4.264 0.003
C -3.088 -1.205 4.481 0.001
F -3.316 -0.568 5.640 0.000
C -2.237 -0.667 3.569 0.001
C -2.041 -1.366 2.371 0.002
C -1.208 -0.793 1.334 0.012
O -0.801 0.382 1.552 0.031
C -0.979 -1.535 0.150 0.013
C -1.617 -2.745 0.044 0.006
N -2.427 -3.256 0.956 0.013
C -2.675 -2.588 2.144 0.003
C -0.149 -1.137 -1.084 0.012
O -0.115 -1.867 -2.056 0.008
O 0.470 -0.013 -1.015 0.035
H -5.129 -4.936 -0.247 0.000
H -4.246 -3.655 -1.094 0.000
H -5.023 -3.304 0.446 0.000
H -2.585 -5.062 -0.058 0.000
H -2.499 -5.567 2.312 0.000
H -3.998 -6.191 1.612 0.000
H -4.310 -4.986 3.839 0.000
H -5.261 -4.290 2.537 0.000
H -4.431 -2.794 5.024 0.000
H -1.707 0.263 3.767 0.000
H -1.465 -3.328 -0.858 0.000
Se -3.799 0.874 -0.570 -0.001
C -2.140 1.561 -0.790 0.009
N -1.066 1.996 -0.961 0.038
```

Values for electronic energy, Eh, ordered as above
-5921.3227, -190.2640, -384.7281, -363.7827, -13796.0616
Values for energy relative to the best compared isomer or geometry (same formula, charge and spin), kcal/mol, ordered as above
0.00, 63.96, 81.54, 151.60, 58.69